Arrangement A

Entry from the Open Molecules 2025 dataset: 3 unconnected molecules or ions with the total composition C4H10O3 (the ωB97M-V functional and the def2-TZVPD basis).

Geometry (Å):
1 C -0.35 -1.09 1.95
2 C 0.62 -0.21 1.76
3 C 1.22 0.09 0.45
4 C 2.20 0.97 0.30
5 O 0.74 -0.57 -0.66
6 H -1.14 -1.35 1.24
7 H -0.55 -1.59 2.92
8 H 0.86 0.55 2.52
9 H 3.01 0.98 -0.45
10 H 2.28 1.82 0.99
11 H 0.16 -1.30 -0.39
12 O -1.06 1.64 -1.78
13 H -0.24 1.54 -1.28
14 H -1.49 2.40 -1.34
15 O -2.25 -1.02 -1.01
16 H -1.89 -0.22 -1.42
17 H -2.35 -1.65 -1.73

## Properties
SMILES: C=CC(=C)O.O.O
Net charge: 0
Highest occupied orbital energy in eV: -8.6

Listed below, in e, are the Löwdin charges computed for each atom:
1. C 0.023
2. C -0.128
3. C -0.438
4. C 0.052
5. O 0.017
6. H 0.052
7. H 0.071
8. H 0.120
9. H 0.077
10. H 0.064
11. H 0.076
12. O -0.051
13. H 0.021
14. H 0.061
15. O -0.063
16. H 0.004
17. H 0.042

Arrangement B

Entry from the Open Molecules 2025 dataset: 3 unconnected molecules or ions with the total composition C4H10O3 (the ωB97M-V functional and the def2-TZVPD basis).

Geometry (Å):
1 C -1.36 0.12 2.04
2 C -0.42 0.15 1.03
3 C -0.27 1.23 -0.01
4 C 0.02 1.06 -1.32
5 O -0.01 2.22 -2.16
6 H -1.26 -0.72 2.86
7 H -2.20 0.76 2.09
8 H 0.36 -0.65 0.91
9 H -0.64 2.23 0.26
10 H 0.43 0.20 -1.84
11 H -0.57 2.19 -2.96
12 O 3.41 -0.31 -0.32
13 H 2.97 -0.71 0.42
14 H 2.94 0.47 -0.63
15 O -1.10 -2.35 -0.20
16 H -0.47 -3.02 -0.35
17 H -1.84 -2.87 0.17

## Properties
SMILES: C=C/C=C/O.O.O
Net charge: 0
Highest occupied orbital energy in eV: -8.6

Listed below, in e, are the Löwdin charges computed for each atom:
1. C -0.016
2. C -0.206
3. C -0.093
4. C -0.156
5. O -0.071
6. H 0.088
7. H 0.028
8. H 0.090
9. H 0.115
10. H 0.112
11. H 0.096
12. O -0.054
13. H 0.009
14. H 0.032
15. O -0.043
16. H 0.012
17. H 0.060

Arrangement C

Entry from the Open Molecules 2025 dataset: 3 unconnected molecules or ions with the total composition C4H10O3 (the ωB97M-V functional and the def2-TZVPD basis).

Geometry (Å):
1 C 0.12 2.11 -0.58
2 C 0.84 1.12 0.16
3 C 1.12 -0.30 -0.10
4 C 1.96 -0.96 0.72
5 O 0.39 -0.89 -1.14
6 H -0.13 1.98 -1.64
7 H 0.16 3.15 -0.25
8 H 1.51 1.51 0.88
9 H 1.68 -1.97 0.97
10 H 2.61 -0.38 1.36
11 H -0.46 -0.36 -1.30
12 O -1.12 -1.09 1.52
13 H -0.53 -1.52 0.88
14 H -0.48 -0.78 2.14
15 O -2.21 0.31 -0.80
16 H -2.00 -0.01 0.12
17 H -3.11 -0.02 -1.05

## Properties
SMILES: C=CC(=C)O.O.O
Net charge: 0
Highest occupied orbital energy in eV: -8.6

Listed below, in e, are the Löwdin charges computed for each atom:
1. C 0.049
2. C -0.112
3. C -0.443
4. C 0.047
5. O -0.003
6. H 0.063
7. H 0.054
8. H 0.081
9. H 0.068
10. H 0.064
11. H 0.089
12. O -0.035
13. H 0.031
14. H 0.031
15. O -0.094
16. H 0.032
17. H 0.079

Arrangement D

Entry from the Open Molecules 2025 dataset: 2 unconnected molecules or ions with the total composition C4H10O3 (the ωB97M-V functional and the def2-TZVPD basis).

Geometry (Å):
1 C 0.97 2.57 0.63
2 C 0.15 1.22 0.60
3 C -0.18 0.56 -0.80
4 C -0.53 -0.87 -0.69
5 O -1.57 -1.27 -0.24
6 O 0.21 -1.72 -1.34
7 H 2.06 2.36 0.57
8 H 0.67 3.19 1.49
9 H 0.77 3.18 -0.22
10 H -0.82 1.25 1.10
11 H 0.67 0.44 1.14
12 H -0.90 1.30 -1.20
13 H 0.68 0.78 -1.50
14 H 0.65 -2.32 -0.70
15 O -0.55 -3.42 0.38
16 H -1.37 -2.99 0.09
17 H -0.91 -4.23 0.68

## Properties
SMILES: CCCC(=O)O.O
Net charge: 0
Highest occupied orbital energy in eV: -10.5

Listed below, in e, are the Löwdin charges computed for each atom:
1. C -0.086
2. C -0.221
3. C -0.117
4. C -0.558
5. O 0.098
6. O 0.095
7. H 0.076
8. H 0.071
9. H 0.044
10. H 0.102
11. H 0.096
12. H 0.132
13. H 0.131
14. H 0.125
15. O -0.051
16. H 0.029
17. H 0.032

Most stable to least stable, the ends of the list are arrangement D and arrangement B.

Arrangement A

Entry from the Open Molecules 2025 dataset: a molecular structure, C4H10O3 (the ωB97M-V functional and the def2-TZVPD basis).

Geometry (Å):
1 C 0.03 -1.07 1.33
2 C -1.64 -0.69 -0.58
3 C -0.36 -0.23 0.11
4 C 0.72 0.14 -0.82
5 O 1.85 -0.61 -0.90
6 H 2.17 -0.77 0.00
7 H 0.44 0.51 -1.81
8 H 0.02 -2.15 1.12
9 H 1.01 -0.78 1.73
10 H -1.74 -0.26 -1.58
11 H -2.51 -0.41 0.01
12 H -1.66 -1.78 -0.70
13 H -0.67 -0.87 2.15
14 O 0.95 1.67 0.06
15 O 0.51 2.99 -0.32
16 H 1.36 3.45 -0.32
17 H -0.49 0.88 0.51

## Properties
Net charge: 0
Highest occupied orbital energy in eV: -9.1

Listed below, in e, are the Löwdin charges computed for each atom:
1. C -0.058
2. C -0.060
3. C -0.409
4. C -0.203
5. O 0.064
6. H 0.107
7. H 0.152
8. H 0.083
9. H 0.078
10. H 0.077
11. H 0.081
12. H 0.077
13. H 0.086
14. O -0.257
15. O -0.071
16. H 0.085
17. H 0.168

Arrangement B

Entry from the Open Molecules 2025 dataset: a single C4H10O3 molecule (the ωB97M-V functional and the def2-TZVPD basis).

Geometry (Å):
1 C -1.17 -1.70 0.04
2 O -0.79 -0.52 0.70
3 C -0.18 0.42 -0.14
4 C -0.47 1.79 0.35
5 C 1.61 0.12 -0.21
6 O 1.80 -1.01 -0.92
7 O 2.00 0.14 1.14
8 H -2.19 -1.94 0.24
9 H -0.58 -2.58 0.30
10 H -1.31 -1.52 -1.02
11 H -0.45 0.28 -1.28
12 H -1.22 2.28 -0.37
13 H 0.43 2.47 0.51
14 H -1.06 1.65 1.33
15 H 1.97 1.00 -0.69
16 H 1.27 -1.66 -0.45
17 H 1.28 -0.33 1.66

## Properties
SMILES: CO[C@@H](C)C(O)O
Net charge: 0
Highest occupied orbital energy in eV: -8.8

Listed below, in e, are the Löwdin charges computed for each atom:
1. C -0.105
2. O -0.162
3. C -0.355
4. C -0.068
5. C -0.396
6. O 0.046
7. O -0.020
8. H 0.081
9. H 0.097
10. H 0.093
11. H 0.160
12. H 0.091
13. H 0.102
14. H 0.106
15. H 0.132
16. H 0.078
17. H 0.119

Most stable to least stable, the ends of the list are arrangement B and arrangement A.

Arrangement A

Entry from the Open Molecules 2025 dataset: 2 unconnected molecules or ions with the total composition C4H10O3 (the ωB97M-V functional and the def2-TZVPD basis).

Geometry (Å):
1 C 0.62 1.62 -0.54
2 C 1.62 0.50 -0.63
3 O 2.51 0.27 0.15
4 O 1.39 -0.29 -1.71
5 H 0.24 1.86 -1.53
6 H 1.07 2.45 -0.02
7 H -0.22 1.23 0.03
8 H 2.10 -0.94 -1.76
9 C -2.93 -0.32 0.34
10 C -1.77 -1.19 0.78
11 O -0.85 -0.40 1.53
12 H -2.61 0.45 -0.36
13 H -3.75 -0.90 -0.09
14 H -3.34 0.19 1.22
15 H -1.31 -1.61 -0.12
16 H -2.14 -1.99 1.43
17 H -0.15 -0.99 1.81

## Properties
SMILES: CC(=O)O.CCO
Net charge: 0
Highest occupied orbital energy in eV: -10.5

Listed below, in e, are the Löwdin charges computed for each atom:
1. C 0.017
2. C -0.578
3. O 0.092
4. O 0.078
5. H 0.087
6. H 0.092
7. H 0.061
8. H 0.120
9. C -0.088
10. C -0.321
11. O -0.091
12. H 0.067
13. H 0.074
14. H 0.078
15. H 0.108
16. H 0.109
17. H 0.095

Arrangement B

Entry from the Open Molecules 2025 dataset: a single C4H10O3 molecule (the ωB97M-V functional and the def2-TZVPD basis).

Geometry (Å):
1 C -2.54 0.81 -0.41
2 O -2.19 -0.03 0.62
3 C -1.18 -0.86 0.21
4 O -0.05 0.02 -0.06
5 C 1.09 -0.82 -0.24
6 O 2.19 -0.09 -0.61
7 C 2.69 0.73 0.42
8 H -3.52 1.18 -0.30
9 H -1.86 1.64 -0.53
10 H -2.63 0.23 -1.35
11 H -1.57 -1.40 -0.67
12 H -1.02 -1.48 1.06
13 H 1.26 -1.41 0.70
14 H 0.79 -1.41 -1.09
15 H 2.47 1.78 0.25
16 H 3.75 0.69 0.54
17 H 2.29 0.42 1.44

## Properties
SMILES: COCOCOC
Net charge: 0
Highest occupied orbital energy in eV: -10.2

Listed below, in e, are the Löwdin charges computed for each atom:
1. C -0.122
2. O -0.120
3. C -0.258
4. O -0.079
5. C -0.290
6. O -0.112
7. C -0.103
8. H 0.076
9. H 0.094
10. H 0.098
11. H 0.140
12. H 0.129
13. H 0.143
14. H 0.134
15. H 0.087
16. H 0.072
17. H 0.111

Most stable to least stable, the ends of the list are arrangement A and arrangement B.

Arrangement A

Entry from the Open Molecules 2025 dataset: 3 unconnected molecules or ions with the total composition C5H14N3 (the ωB97M-V functional and the def2-TZVPD basis).

Geometry (Å):
1 C -2.11 -0.54 -2.09
2 C -1.79 -1.18 -0.97
3 C -0.75 -0.90 2.21
4 C -0.39 -0.07 1.31
5 C -1.14 1.71 0.00
6 N 3.61 -0.45 0.42
7 N -0.12 0.73 0.37
8 N 1.03 0.67 -0.26
9 H -1.39 -0.31 -2.83
10 H -3.07 -0.16 -2.39
11 H -2.46 -1.43 -0.22
12 H -0.68 -1.33 -0.95
13 H -0.84 -1.91 1.94
14 H -0.42 -0.68 3.27
15 H -1.29 1.82 -1.06
16 H -2.15 1.42 0.35
17 H -0.91 2.70 0.40
18 H 3.38 -1.16 1.10
19 H 4.18 0.35 0.72
20 H 4.22 -0.86 -0.35
21 H 1.15 1.31 -1.11
22 H 1.95 0.27 0.16

## Properties
⟨S²⟩: 2.01
Spin multiplicity: 3
Net charge: +1
Highest occupied orbital energy (alpha / beta) in eV: -10.0 / -13.5

Listed below, in e, are the Löwdin charges computed for each atom:
1. C -0.055
2. C -0.072
3. C 0.050
4. C -0.141
5. C 0.011
6. N 0.007
7. N -0.223
8. N 0.249
9. H 0.045
10. H 0.061
11. H 0.046
12. H 0.071
13. H 0.050
14. H 0.105
15. H 0.081
16. H 0.118
17. H 0.109
18. H 0.047
19. H 0.053
20. H 0.085
21. H 0.197
22. H 0.107

Arrangement B

Entry from the Open Molecules 2025 dataset: a gas-phase ion, C5H14N3 (charge +1) (the ωB97M-V functional and the def2-TZVPD basis).

Geometry (Å):
1 C 1.73 1.03 0.06
2 C 0.49 1.79 0.21
3 C -0.68 -0.40 0.02
4 C -1.30 -0.48 1.38
5 C -1.36 -1.20 -1.09
6 N 1.54 -0.26 0.73
7 N 2.23 -1.32 0.17
8 N -0.60 1.00 -0.43
9 H 2.21 1.13 -0.93
10 H 2.54 1.50 0.62
11 H 0.26 2.11 1.14
12 H 0.48 2.81 -0.43
13 H -1.12 -1.27 2.03
14 H -2.45 -0.50 1.39
15 H -0.99 0.34 1.94
16 H -1.55 -2.21 -0.91
17 H -0.81 -1.15 -2.03
18 H -2.23 -0.72 -1.28
19 H 2.36 -1.92 0.88
20 H 2.91 -1.05 -0.56
21 H -1.50 1.47 -0.15
22 H -0.70 1.03 -1.45

## Properties
⟨S²⟩: 2.01
Spin multiplicity: 3
Net charge: +1
Highest occupied orbital energy (alpha / beta) in eV: -10.9 / -14.2

Listed below, in e, are the Löwdin charges computed for each atom:
1. C -0.233
2. C -0.121
3. C -0.277
4. C -0.036
5. C -0.015
6. N -0.058
7. N 0.100
8. N 0.063
9. H 0.131
10. H 0.130
11. H 0.092
12. H 0.192
13. H 0.067
14. H 0.134
15. H 0.049
16. H 0.076
17. H 0.093
18. H 0.055
19. H 0.060
20. H 0.118
21. H 0.202
22. H 0.177

Most stable to least stable, the ends of the list are arrangement B and arrangement A.

Arrangement A

Entry from the Open Molecules 2025 dataset: 2 unconnected molecules or ions with the total composition C3H9NO3 (the ωB97M-V functional and the def2-TZVPD basis).

Geometry (Å):
1 O -0.28 0.93 1.99
2 C 0.65 0.45 1.43
3 C 0.53 -0.83 0.59
4 C -0.96 -0.86 -0.08
5 O -1.26 -2.08 -0.57
6 N 1.56 -1.04 -0.31
7 H 1.68 0.84 1.54
8 H 0.48 -1.69 1.28
9 H -0.94 -0.07 -0.84
10 H -1.65 -0.65 0.74
11 H -1.02 -2.27 -1.48
12 H 1.49 -1.92 -0.81
13 H 1.84 -0.29 -0.93
14 H -1.26 3.12 -1.37
15 H -0.24 2.81 -0.36
16 O -0.61 3.57 -0.81

## Properties
⟨S²⟩: 0.76
Spin multiplicity: 2
Net charge: +1
Highest occupied orbital energy (alpha / beta) in eV: -14.7 / -14.7

Listed below, in e, are the Löwdin charges computed for each atom:
1. O 0.154
2. C -0.175
3. C -0.243
4. C -0.132
5. O 0.075
6. N 0.233
7. H 0.159
8. H 0.185
9. H 0.148
10. H 0.158
11. H 0.140
12. H 0.147
13. H 0.154
14. H 0.039
15. H -0.003
16. O -0.039

Arrangement B

Entry from the Open Molecules 2025 dataset: 2 unconnected molecules or ions with the total composition C3H9NO3 (the ωB97M-V functional and the def2-TZVPD basis).

Geometry (Å):
1 O -1.68 -0.26 -1.55
2 C -0.99 -0.38 -0.62
3 C 0.48 0.31 -0.75
4 C 0.36 1.56 -1.67
5 O 1.29 2.57 -1.37
6 N 1.03 0.63 0.49
7 H -1.24 -1.03 0.23
8 H 1.06 -0.52 -1.17
9 H -0.63 1.99 -1.54
10 H 0.48 1.26 -2.70
11 H 2.16 2.18 -1.20
12 H 1.21 -0.13 1.14
13 H 0.60 1.42 0.97
14 H -1.81 -3.78 2.96
15 H -1.09 -2.79 3.87
16 O -1.22 -3.01 2.94

## Properties
⟨S²⟩: 0.76
Spin multiplicity: 2
Net charge: +1
Highest occupied orbital energy (alpha / beta) in eV: -14.8 / -14.8

Listed below, in e, are the Löwdin charges computed for each atom:
1. O 0.247
2. C -0.059
3. C -0.244
4. C -0.192
5. O -0.017
6. N 0.208
7. H 0.172
8. H 0.182
9. H 0.136
10. H 0.141
11. H 0.112
12. H 0.150
13. H 0.156
14. H 0.044
15. H 0.037
16. O -0.075

Most stable to least stable, the ends of the list are arrangement B and arrangement A.

Arrangement A

Entry from the Open Molecules 2025 dataset: 2 unconnected molecules or ions with the total composition C3H9NO3 (the ωB97M-V functional and the def2-TZVPD basis).

Geometry (Å):
1 C 1.08 1.97 0.86
2 N 1.42 0.67 0.31
3 C 0.51 -0.37 0.67
4 C -0.86 -0.09 0.02
5 O -1.84 -0.38 0.91
6 O -1.06 0.60 -0.93
7 H 2.04 2.50 0.73
8 H 0.84 1.89 1.89
9 H 0.23 2.42 0.34
10 H 1.61 0.64 -0.68
11 H 0.28 -0.62 1.73
12 H 0.73 -1.35 0.17
13 H -2.75 -0.45 0.59
14 H -0.31 -1.86 -1.95
15 H -1.44 -2.86 -2.30
16 O -0.47 -2.72 -2.36

## Properties
⟨S²⟩: 0.75
Spin multiplicity: 2
Net charge: +1
Highest occupied orbital energy (alpha / beta) in eV: -14.8 / -14.8

Listed below, in e, are the Löwdin charges computed for each atom:
1. C 0.029
2. N 0.161
3. C -0.047
4. C -0.495
5. O 0.135
6. O 0.166
7. H 0.134
8. H 0.107
9. H 0.136
10. H 0.180
11. H 0.170
12. H 0.162
13. H 0.154
14. H -0.003
15. H 0.058
16. O -0.047

Arrangement B

Entry from the Open Molecules 2025 dataset: 2 unconnected molecules or ions with the total composition C3H9NO3 (the ωB97M-V functional and the def2-TZVPD basis).

Geometry (Å):
1 C -1.26 0.22 0.33
2 N 0.00 0.78 0.12
3 C 0.68 0.45 -1.12
4 O 1.36 1.53 -1.47
5 O 0.60 -0.59 -1.67
6 C -1.79 0.29 1.82
7 H -1.36 -0.76 -0.09
8 H -1.98 0.91 -0.16
9 H 0.12 1.76 0.37
10 H 1.85 1.48 -2.31
11 H -2.26 -0.68 2.00
12 H -0.93 0.38 2.47
13 H -2.53 1.05 1.92
14 H 3.24 -1.97 -0.69
15 H 1.74 -2.25 -0.99
16 O 2.52 -2.58 -0.54

## Properties
⟨S²⟩: 0.76
Spin multiplicity: 2
Net charge: +1
Highest occupied orbital energy (alpha / beta) in eV: -14.3 / -14.3

Listed below, in e, are the Löwdin charges computed for each atom:
1. C -0.147
2. N 0.262
3. C -0.510
4. O 0.195
5. O 0.214
6. C 0.017
7. H 0.142
8. H 0.197
9. H 0.193
10. H 0.177
11. H 0.101
12. H 0.089
13. H 0.082
14. H 0.037
15. H -0.008
16. O -0.043

Most stable to least stable, the ends of the list are arrangement B and arrangement A.